Record 1
Molecular formula: C27H26N2O3
Method: DFT, ωB97M-V/def2-TZVPD

Each line ends with the Löwdin charge.
Cartesian coordinates (Å):
O 0.285 -0.018 2.368  0.10
O 0.503 -1.802 1.028  0.02
O -1.661 -4.344 0.917  0.06
N -2.463 -2.265 0.615  -0.05
N 4.737 3.193 -0.870  0.08
C -5.679 -0.029 2.596  -0.08
C 6.110 -0.527 -1.876  -0.10
C 3.818 2.873 0.094  -0.05
C -5.900 0.674 0.318  -0.07
C -2.431 -0.824 0.819  -0.20
C 3.776 1.523 0.277  -0.19
C 6.289 1.848 -2.300  -0.03
C -4.610 0.247 0.059  -0.04
C -1.744 -0.079 -0.308  -0.19
C -0.458 1.381 -2.299  -0.09
C -3.841 -0.318 1.068  -0.20
C 5.141 -0.339 -0.917  -0.03
C 6.677 0.552 -2.560  -0.10
C -1.552 -3.143 1.082  -0.42
C -4.388 -0.452 2.338  -0.02
C 0.766 -0.544 1.396  -0.50
C 2.893 0.764 1.210  -0.12
C -1.645 1.306 -0.216  -0.04
C 5.310 2.044 -1.333  -0.21
C -1.186 -0.725 -1.401  -0.02
C -3.558 -2.788 -0.180  -0.01
C 1.735 0.105 0.444  -0.07
C -1.008 2.031 -1.206  -0.08
C -0.345 -2.597 1.852  -0.05
C 4.726 0.961 -0.633  -0.13
C -6.439 0.536 1.586  -0.09
C -0.548 0.003 -2.392  -0.07
H 3.472 -0.008 1.721  0.13
H -6.092 -0.138 3.588  0.10
H 4.713 -1.180 -0.392  0.11
H 0.237 -3.467 2.172  0.14
H 4.964 4.124 -1.174  0.15
H 0.042 1.946 -3.072  0.10
H -0.116 -0.511 -3.237  0.11
H -4.197 0.361 -0.933  0.12
H 2.100 -0.639 -0.262  0.13
H -0.650 -2.021 2.734  0.13
H -1.232 -1.800 -1.480  0.12
H -0.938 3.106 -1.122  0.10
H -4.489 -2.783 0.390  0.10
H -1.864 -0.616 1.734  0.13
H -6.487 1.115 -0.474  0.10
H -2.067 1.811 0.641  0.13
H 6.445 -1.527 -2.110  0.10
H -3.687 -2.187 -1.080  0.09
H 2.477 1.437 1.962  0.12
H 7.435 0.363 -3.305  0.10
H 3.256 3.641 0.592  0.12
H 1.195 0.876 -0.110  0.11
H 6.728 2.683 -2.826  0.11
H -3.797 -0.891 3.129  0.12
H -3.315 -3.814 -0.450  0.09
H -7.446 0.869 1.787  0.10

Atoms 1-3, force components in eV/Å:
O 0.04 0.05 0.07
O -0.09 -0.47 -0.27
O 0.12 -0.30 0.09

Output
**Energy above the lowest of the compared OMol25 structures with the same formula, charge and spin**: 0.000 eV
**SMILES string**: CN(C(=O)COC(=O)CCc1c[nH]c2ccccc12)C(c1ccccc1)c1ccccc1
**Total charge**: 0
**E_tot**: -37545.0481 eV

Record 2
Molecular formula: C27H27As2N3O12RhS2
Method: DFT, ωB97M-V/def2-TZVPD

Each line ends with the Löwdin charge.
Cartesian coordinates (Å):
Rh 0.212 0.282 -0.266  1.04
As 0.007 -5.719 1.611  1.33
As 0.426 -2.326 3.383  1.34
S -1.471 0.778 -2.138  0.80
S -1.461 -1.647 -3.957  1.13
O -2.743 -1.757 2.224  -0.01
O 3.012 -6.597 3.014  0.14
O 2.766 5.054 2.197  0.16
O -2.936 -4.642 0.116  0.00
O 4.005 5.596 0.425  0.12
O 1.390 -7.421 4.266  -0.01
O -1.345 -3.720 -1.091  0.12
O 0.306 1.269 1.560  -0.16
O 1.188 2.964 2.721  0.09
O 2.466 -4.975 5.593  -0.04
O -1.514 -0.917 0.586  -0.04
O 2.566 -2.767 5.200  0.08
N 1.688 1.911 -0.667  0.05
N 3.059 3.544 -1.087  0.19
N 0.332 -1.099 -2.156  -0.04
C 1.202 -4.078 3.792  -0.30
C 1.943 -1.702 2.297  -0.27
C 1.814 2.682 0.468  -0.12
C -3.686 -0.678 2.010  0.02
C 3.213 4.874 0.977  -0.48
C 0.732 -2.244 -2.735  -0.31
C 2.649 1.945 -2.977  0.02
C 1.916 -2.947 -2.428  0.00
C 1.089 -5.249 3.174  -0.31
C -0.802 -0.641 -2.707  -1.12
C 2.451 2.456 -1.597  -0.33
C 0.155 -7.176 4.951  -0.04
C 0.146 -3.894 -4.453  -0.06
C -0.832 -3.995 1.200  -0.32
C 3.455 -4.824 6.632  0.01
C 1.932 -6.457 3.518  -0.58
C -0.138 -2.718 -3.761  -0.45
C 2.668 3.713 0.215  -0.06
C 2.152 -3.869 4.931  -0.54
C -1.660 -1.739 1.480  -0.53
C 1.456 -5.663 0.298  -0.27
C 2.190 -4.083 -3.131  -0.05
C -0.715 -2.836 1.847  -0.31
C 1.050 2.320 1.692  -0.55
C -1.728 -4.093 -0.008  -0.54
C 1.305 -4.558 -4.132  -0.03
C -3.426 -5.086 1.396  -0.04
H -0.037 -8.076 5.526  0.10
H -4.443 -0.808 2.774  0.10
H 3.585 1.391 -3.055  0.09
H -4.118 -0.761 1.015  0.10
H -0.515 -4.263 -5.224  0.12
H 1.952 -4.696 0.310  0.02
H 2.268 -2.475 1.604  0.03
H 1.557 -5.468 -4.661  0.12
H 3.586 -5.815 7.051  0.10
H 0.249 -6.324 5.620  0.09
H -2.968 -6.038 1.663  0.07
H -3.182 0.279 2.121  0.11
H 2.082 4.372 2.450  0.08
H 2.748 -1.454 2.986  0.03
H 3.093 -4.642 -2.924  0.12
H 1.831 1.275 -3.234  0.06
H 1.033 -5.861 -0.684  0.02
H -3.242 -4.343 2.168  0.09
H 1.659 -0.794 1.763  -0.02
H 3.099 -4.124 7.383  0.10
H 2.575 -2.570 -1.657  0.12
H 4.386 -4.461 6.202  0.10
H 2.166 -6.445 0.563  0.03
H -0.662 -7.021 4.244  0.07
H 3.703 4.178 -1.543  0.18
H 2.676 2.762 -3.697  0.09
H -4.494 -5.221 1.263  0.10

Atoms 1-3, force components in eV/Å:
Rh 0.01 -0.08 -0.06
As 0.00 0.06 0.02
As 0.02 0.00 0.02

Output
**Spin multiplicity**: 5
**Energy above the lowest of the compared OMol25 structures with the same formula, charge and spin**: 0.697 eV
**Total charge**: +1
**E_tot**: -203826.0414 eV
**<S²>**: 6.0466

Record 3
Molecular formula: C27H27BrF5N7O2PbSe
Method: DFT, ωB97M-V/def2-TZVPD

Each line ends with the Löwdin charge.
Cartesian coordinates (Å):
Pb -0.238 0.669 -0.065  1.26
Br -4.462 -0.877 1.402  0.70
Se 2.434 2.034 0.584  0.61
F -2.702 2.435 4.664  0.09
F -1.198 6.119 2.082  0.10
F -0.236 4.333 0.283  0.04
F -2.599 5.206 4.300  0.09
F -1.820 0.768 2.843  -0.03
O -5.065 -2.916 -3.408  0.08
O 0.765 -0.174 -2.012  -0.38
N 0.330 -1.259 2.741  0.14
N -0.080 3.669 -3.570  0.11
N 2.400 -1.324 0.915  0.04
N 1.750 1.058 3.296  0.04
N -0.208 -3.100 0.768  0.02
N -3.075 -0.197 -0.937  0.01
N -0.623 2.226 -2.024  0.01
C 2.829 -0.237 -3.158  -0.05
C -4.025 -1.010 -0.498  -0.67
C -0.990 2.494 1.481  -0.19
C -2.731 -0.438 -2.219  -0.17
C 2.108 1.527 2.275  -0.86
C -3.401 -1.217 -3.063  0.00
C 2.130 -3.675 1.135  -0.10
C 1.035 -2.273 3.473  -0.27
C 3.857 0.429 -3.776  -0.10
C -0.813 3.825 1.385  -0.28
C 2.526 -2.227 3.132  -0.12
C -1.607 2.106 2.629  -0.28
C -1.366 4.802 2.274  -0.12
C 0.351 2.604 -2.839  -0.28
C -1.360 3.975 -3.209  -0.07
C -4.445 -2.026 -2.591  -0.32
C 3.847 1.834 -4.027  -0.11
C 2.822 -2.427 1.714  -0.41
C -2.113 2.976 3.576  -0.15
C 1.577 1.883 -3.111  -0.11
C 0.409 -3.627 3.034  -0.08
C 2.665 2.517 -3.784  -0.06
C -2.068 4.338 3.395  -0.12
C 1.662 0.478 -2.771  -0.37
C -4.719 -2.000 -1.264  -0.04
C -1.679 3.044 -2.261  -0.14
C 0.671 -3.965 1.544  -0.36
H 2.650 -1.541 -0.076  0.11
H -4.509 -3.032 -4.195  0.12
H -2.583 2.922 -1.771  0.09
H -5.424 -2.681 -0.782  0.12
H 2.979 -1.259 -2.787  0.11
H 0.089 -2.994 -0.239  0.11
H -1.966 4.694 -3.710  0.11
H -1.865 0.024 -2.514  0.05
H 4.812 -0.164 -3.954  0.12
H -3.014 -1.227 -4.056  0.12
H 2.691 -4.562 1.458  0.12
H 0.426 -1.422 1.720  0.04
H 2.922 -0.502 1.087  -0.01
H -0.637 -3.712 3.218  0.10
H 2.953 -1.282 3.409  0.11
H 2.724 3.612 -3.930  0.11
H 2.224 -3.660 0.052  0.11
H 4.711 2.327 -4.441  0.09
H 3.913 -2.611 1.613  0.15
H 0.638 -0.222 2.958  0.10
H 0.885 -2.129 4.593  0.18
H 2.949 -3.011 3.772  0.14
H 0.525 -4.990 1.282  0.12
H -0.611 -1.258 2.916  0.09
H -1.186 -3.354 0.833  0.09
H 0.339 4.148 -4.380  0.17
H 0.824 -4.494 3.586  0.13

Atoms 1-3, force components in eV/Å:
Pb 0.06 0.32 0.01
Br 0.22 -0.06 -1.01
Se 0.15 0.26 -0.54

Output
**Energy above the lowest of the compared OMol25 structures with the same formula, charge and spin**: 1.197 eV
**Total charge**: 0
**E_tot**: -197185.4580 eV

Record 4
Molecular formula: C27H27BrIMgN5O2
Method: DFT, ωB97M-V/def2-TZVPD

Each line ends with the Löwdin charge.
Cartesian coordinates (Å):
I 2.840 -0.170 0.913  1.06
Br 4.572 4.111 -3.879  0.73
Mg -0.279 0.352 0.215  0.51
O -1.251 1.834 -2.292  0.00
O 0.580 1.791 -1.012  -0.14
N -2.288 1.296 0.297  -0.10
N -1.976 -1.463 0.745  -0.10
N 0.097 2.277 1.607  -0.10
N 0.873 3.358 -5.495  0.07
N -0.363 -0.237 2.481  0.11
C 0.770 2.649 -3.206  -0.10
C 2.583 -2.026 -0.037  -0.61
C 0.252 0.193 4.739  -0.02
C -3.434 0.382 0.222  -0.17
C 2.090 3.017 -3.007  -0.05
C 0.210 2.836 -4.463  -0.07
C 0.099 0.588 3.419  -0.27
C -1.333 -2.322 1.721  -0.13
C 1.507 -3.487 -1.610  -0.18
C -2.365 2.273 1.385  -0.19
C -1.096 3.111 1.401  -0.17
C 1.460 -2.254 -0.892  -0.25
C -0.468 -2.837 -2.816  -0.09
C -0.525 -1.649 -2.047  -0.16
C -0.604 -1.948 4.120  -0.01
C -0.087 -1.100 5.087  -0.04
C -0.043 2.049 -2.092  -0.59
C 0.377 -1.318 -1.050  -0.15
C 2.553 -4.423 -1.391  -0.05
C 3.567 -4.157 -0.525  -0.09
C 2.772 3.568 -4.071  -0.67
C 2.139 3.722 -5.294  -0.19
C 0.506 -3.758 -2.576  -0.06
C 3.596 -2.918 0.154  -0.18
C 0.460 1.997 2.987  -0.16
C -0.735 -1.477 2.827  -0.24
C -3.220 -0.817 1.142  -0.19
H 0.875 2.655 1.085  0.10
H 0.548 -4.691 -3.126  0.11
H 2.535 -5.355 -1.946  0.11
H -2.166 1.766 -0.607  0.09
H -4.087 -1.487 1.109  0.12
H -4.374 0.891 0.457  0.12
H 4.368 -4.869 -0.369  0.10
H -1.997 -3.072 2.166  0.13
H -3.240 2.924 1.284  0.13
H -0.528 -2.856 1.206  0.13
H -0.913 -2.956 4.361  0.12
H -0.820 2.546 -4.630  0.12
H 4.428 -2.676 0.801  0.08
H -1.178 3.891 2.164  0.12
H -2.464 1.742 2.336  0.12
H -3.117 -0.476 2.175  0.11
H 0.631 0.893 5.473  0.12
H 1.537 2.125 3.113  0.12
H 0.028 -1.441 6.109  0.11
H -1.346 -0.964 -2.264  0.08
H -2.071 -1.944 -0.142  0.11
H -0.018 2.699 3.679  0.13
H 2.558 2.857 -2.046  0.11
H -0.985 3.603 0.434  0.13
H -1.212 -3.021 -3.583  0.10
H 2.672 4.149 -6.136  0.10
H -3.501 0.027 -0.809  0.13

Atoms 1-3, force components in eV/Å:
I -0.01 0.07 0.05
Br 0.07 0.02 0.00
Mg 0.12 0.02 0.13

Output
**Energy above the lowest of the compared OMol25 structures with the same formula, charge and spin**: 0.101 eV
**Total charge**: 0
**E_tot**: -123574.7241 eV